The following is a quantum chemistry calculation of a cluster of 10 separate species, C90H200N10 in total, from OMol25.

## Properties
Gap between HOMO and LUMO = 7.2 eV
Total charge = +10

Last column: Mulliken charge in e.
CARTESIAN COORDINATES (ANGSTROEM)
C: 7.76 4.14 3.73  -1.42
C: 6.60 3.60 2.74  -0.35
C: 5.46 4.57 2.73  0.18
C: 4.65 4.40 1.37  -1.08
N: 3.14 4.99 1.43  0.63
C: 2.29 4.70 0.18  -0.84
C: 0.96 3.95 0.63  0.29
C: 0.86 4.20 2.18  0.36
C: 2.38 4.26 2.60  -0.60
C: 3.16 6.51 1.67  -1.04
H: 8.69 3.58 3.63  0.42
H: 7.47 4.09 4.78  0.26
H: 7.99 5.18 3.54  0.46
H: 6.26 2.65 3.12  0.16
H: 7.05 3.47 1.75  0.43
H: 5.76 5.62 2.82  0.58
H: 4.88 4.34 3.62  -0.45
H: 4.44 3.33 1.23  0.40
H: 5.22 4.74 0.51  0.64
H: 2.02 5.62 -0.35  0.19
H: 3.00 4.24 -0.51  0.32
H: 0.10 4.36 0.08  0.59
H: 1.07 2.88 0.47  -0.26
H: 0.29 5.07 2.52  0.49
H: 0.41 3.34 2.68  -0.72
H: 2.48 4.80 3.55  0.55
H: 2.64 3.21 2.73  -0.19
H: 3.55 6.79 2.65  0.38
H: 2.10 6.72 1.80  0.47
H: 3.55 6.94 0.74  0.34
C: 2.85 -3.42 -6.36  -1.56
C: 3.48 -2.09 -6.75  0.66
C: 3.80 -1.93 -8.25  -0.73
C: 2.49 -1.64 -9.08  -0.93
N: 2.82 -1.55 -10.60  0.44
C: 1.51 -1.20 -11.35  0.00
C: 1.29 -2.42 -12.22  -0.71
C: 2.66 -2.90 -12.52  -0.70
C: 3.32 -2.88 -11.15  -0.68
C: 3.86 -0.42 -10.97  -1.03
H: 1.82 -3.64 -6.67  0.29
H: 3.02 -3.64 -5.31  0.35
H: 3.54 -4.14 -6.78  0.44
H: 4.34 -1.85 -6.14  0.39
H: 2.75 -1.32 -6.51  -0.58
H: 4.24 -2.87 -8.58  0.38
H: 4.57 -1.17 -8.41  0.49
H: 1.97 -0.73 -8.77  0.49
H: 1.78 -2.46 -8.93  0.36
H: 1.56 -0.32 -11.99  0.48
H: 0.61 -1.18 -10.74  -0.18
H: 0.73 -2.21 -13.13  0.44
H: 0.69 -3.23 -11.80  0.31
H: 3.21 -2.22 -13.16  0.31
H: 2.76 -3.93 -12.86  0.42
H: 4.41 -2.85 -11.17  0.35
H: 3.03 -3.73 -10.53  0.45
H: 3.87 -0.34 -12.06  0.47
H: 4.84 -0.70 -10.59  0.40
H: 3.58 0.56 -10.58  0.32
C: 1.33 -3.29 -2.18  -1.40
C: 1.43 -2.07 -1.26  0.07
C: 0.26 -2.12 -0.31  1.13
C: 0.07 -0.82 0.46  -1.00
N: -1.17 -0.81 1.48  1.80
C: -1.32 0.65 1.96  -1.45
C: -0.21 0.83 2.92  -0.18
C: -0.03 -0.55 3.57  0.06
C: -0.97 -1.46 2.83  -0.14
C: -2.49 -1.28 0.79  -1.83
H: 0.97 -4.14 -1.60  0.34
H: 2.28 -3.58 -2.63  0.49
H: 0.68 -3.13 -3.04  0.03
H: 1.43 -1.16 -1.85  -0.23
H: 2.44 -2.04 -0.83  0.47
H: 0.27 -2.98 0.36  -0.53
H: -0.65 -2.33 -0.88  -0.48
H: -0.09 0.01 -0.23  0.42
H: 0.95 -0.66 1.07  0.39
H: -2.29 0.68 2.46  0.22
H: -1.31 1.38 1.15  0.41
H: -0.44 1.58 3.68  0.58
H: 0.70 1.14 2.40  0.17
H: -0.26 -0.54 4.63  0.79
H: 0.99 -0.92 3.46  -0.75
H: -1.95 -1.59 3.29  -0.51
H: -0.54 -2.44 2.61  0.72
H: -3.40 -1.06 1.35  0.35
H: -2.41 -2.36 0.68  0.37
H: -2.56 -0.79 -0.18  0.38
C: -7.49 3.49 -0.11  -1.05
C: -7.46 2.54 -1.36  -0.75
C: -6.38 1.45 -1.31  -0.17
C: -6.78 0.13 -2.03  -0.39
N: -7.21 -0.97 -0.97  0.20
C: -6.08 -1.52 -0.02  -0.43
C: -5.23 -2.44 -0.92  0.06
C: -6.17 -3.02 -1.97  -0.63
C: -7.52 -2.26 -1.76  -0.86
C: -8.47 -0.40 -0.22  -0.83
H: -8.24 4.27 -0.22  0.52
H: -6.50 3.88 0.12  -0.08
H: -7.78 2.88 0.75  0.33
H: -7.23 3.19 -2.21  0.45
H: -8.48 2.22 -1.55  0.36
H: -6.15 1.25 -0.26  -0.20
H: -5.41 1.76 -1.69  0.63
H: -5.96 -0.32 -2.57  -0.19
H: -7.58 0.12 -2.77  0.69
H: -6.55 -2.11 0.76  -0.06
H: -5.44 -0.74 0.39  0.07
H: -4.70 -3.20 -0.36  1.10
H: -4.48 -1.83 -1.41  -0.35
H: -6.44 -4.05 -1.74  0.57
H: -5.81 -3.01 -3.00  0.12
H: -8.03 -2.91 -1.05  0.30
H: -8.21 -2.00 -2.57  0.53
H: -8.30 0.30 0.60  0.28
H: -9.08 -1.20 0.20  0.37
H: -9.13 -0.01 -0.99  0.40
C: -8.55 5.39 6.25  -1.39
C: -7.60 4.40 5.54  -0.38
C: -6.31 5.06 4.93  -0.76
C: -5.51 4.08 3.97  -0.80
N: -4.34 4.72 3.10  0.68
C: -3.62 3.69 2.26  -0.92
C: -3.25 4.23 0.86  0.38
C: -4.09 5.49 0.70  -1.25
C: -5.05 5.54 1.97  -0.65
C: -3.34 5.53 3.91  -1.00
H: -8.89 6.17 5.58  0.36
H: -8.17 5.95 7.10  0.36
H: -9.41 4.88 6.69  0.39
H: -8.18 3.86 4.79  0.34
H: -7.28 3.70 6.31  0.29
H: -5.57 5.39 5.67  0.46
H: -6.50 6.01 4.42  0.48
H: -6.04 3.50 3.21  0.35
H: -4.97 3.40 4.62  0.42
H: -2.79 3.21 2.78  0.70
H: -4.29 2.83 2.15  0.01
H: -2.21 4.53 0.78  -0.36
H: -3.46 3.45 0.12  0.48
H: -3.52 6.41 0.61  0.44
H: -4.60 5.46 -0.26  0.38
H: -5.09 6.56 2.34  0.50
H: -6.05 5.15 1.77  0.47
H: -3.90 6.36 4.36  0.39
H: -2.53 5.83 3.24  0.44
H: -2.86 4.91 4.67  0.31
C: 8.18 4.29 -4.91  -1.17
C: 7.80 3.31 -6.02  -0.72
C: 6.76 2.32 -5.59  -0.32
C: 5.34 2.95 -5.45  -0.61
N: 4.31 2.06 -4.64  0.53
C: 2.94 2.76 -4.31  -1.03
C: 2.39 2.25 -2.96  0.50
C: 3.54 1.47 -2.28  0.21
C: 4.76 1.68 -3.20  -1.17
C: 4.09 0.73 -5.42  -1.84
H: 8.79 3.78 -4.16  0.32
H: 7.33 4.75 -4.40  0.28
H: 8.86 5.02 -5.34  0.40
H: 8.72 2.95 -6.49  0.40
H: 7.36 3.94 -6.79  0.33
H: 7.10 1.86 -4.66  0.34
H: 6.70 1.56 -6.37  0.28
H: 4.93 2.98 -6.45  0.40
H: 5.32 3.85 -4.83  0.37
H: 2.19 2.70 -5.10  0.47
H: 3.19 3.80 -4.12  0.31
H: 1.60 1.54 -3.21  -0.45
H: 1.90 3.03 -2.39  0.32
H: 3.29 0.41 -2.33  -0.01
H: 3.64 1.89 -1.29  0.09
H: 5.50 0.87 -3.15  0.56
H: 5.26 2.59 -2.88  0.52
H: 3.78 1.01 -6.43  0.54
H: 3.36 0.12 -4.88  0.60
H: 5.04 0.20 -5.49  0.53
C: -2.93 -4.50 -2.48  -0.18
C: -2.87 -4.90 -4.01  -1.07
C: -3.11 -3.59 -4.85  0.04
C: -2.00 -2.56 -4.80  -0.63
N: -2.23 -1.20 -5.53  0.69
C: -2.37 -1.41 -7.06  -0.79
C: -1.23 -0.63 -7.77  -0.49
C: -0.22 -0.63 -6.64  0.37
C: -0.93 -0.34 -5.32  -0.88
C: -3.49 -0.51 -4.92  -1.27
H: -2.77 -5.36 -1.82  0.61
H: -3.87 -4.01 -2.25  -0.07
H: -2.13 -3.81 -2.21  -0.40
H: -3.61 -5.69 -4.12  0.40
H: -1.98 -5.44 -4.33  0.47
H: -3.99 -3.19 -4.35  -0.40
H: -3.42 -3.85 -5.86  0.53
H: -1.06 -3.01 -5.13  0.16
H: -1.86 -2.19 -3.78  0.33
H: -3.35 -1.02 -7.36  0.46
H: -2.41 -2.46 -7.36  0.31
H: -1.69 0.31 -8.09  0.41
H: -0.77 -1.15 -8.62  0.12
H: 0.46 0.21 -6.80  0.59
H: 0.44 -1.49 -6.50  -0.39
H: -1.20 0.71 -5.26  0.44
H: -0.44 -0.58 -4.38  0.14
H: -4.36 -1.03 -5.33  0.49
H: -3.61 0.52 -5.27  0.65
H: -3.54 -0.61 -3.83  0.18
C: -8.35 -5.95 2.76  -1.37
C: -7.46 -4.86 2.09  -0.46
C: -6.27 -4.33 2.89  0.33
C: -6.61 -3.67 4.22  -0.57
N: -5.41 -3.54 5.27  0.18
C: -5.77 -2.70 6.51  -0.49
C: -4.43 -2.17 7.02  -1.02
C: -3.65 -1.77 5.80  -0.18
C: -4.09 -2.80 4.75  -0.11
C: -4.95 -5.01 5.76  -0.97
H: -8.89 -6.65 2.11  0.38
H: -9.08 -5.33 3.29  0.41
H: -7.83 -6.51 3.53  0.31
H: -8.03 -4.04 1.65  0.10
H: -7.05 -5.31 1.18  0.43
H: -5.72 -3.57 2.34  -0.46
H: -5.52 -5.12 2.95  0.45
H: -7.30 -4.24 4.85  0.50
H: -6.90 -2.64 4.06  0.30
H: -6.30 -3.36 7.19  0.47
H: -6.29 -1.81 6.17  0.35
H: -3.84 -2.90 7.57  0.37
H: -4.46 -1.22 7.56  0.44
H: -2.58 -1.90 5.89  0.21
H: -3.90 -0.75 5.51  0.32
H: -3.32 -3.52 4.49  0.19
H: -4.25 -2.15 3.89  -0.21
H: -4.64 -5.65 4.93  0.36
H: -5.84 -5.38 6.26  0.43
H: -4.22 -4.90 6.56  0.41
C: 6.07 -2.90 6.11  -0.69
C: 6.49 -3.55 4.82  -0.75
C: 5.50 -3.36 3.66  -0.32
C: 4.46 -4.51 3.68  -0.93
N: 3.34 -4.33 2.65  0.56
C: 3.70 -4.98 1.33  -0.63
C: 2.58 -5.81 0.70  -0.49
C: 1.43 -5.76 1.72  -0.03
C: 2.10 -5.21 3.01  -0.86
C: 2.84 -2.91 2.57  -1.62
H: 6.63 -3.30 6.95  0.44
H: 5.01 -3.06 6.33  0.26
H: 6.27 -1.83 6.11  -0.14
H: 6.71 -4.62 4.90  0.43
H: 7.44 -3.09 4.55  0.46
H: 6.09 -3.57 2.76  0.36
H: 5.13 -2.34 3.58  0.14
H: 3.93 -4.38 4.62  0.44
H: 4.81 -5.53 3.51  0.64
H: 3.94 -4.16 0.66  0.35
H: 4.67 -5.48 1.47  0.54
H: 2.28 -5.40 -0.26  0.02
H: 2.91 -6.84 0.51  0.40
H: 0.67 -5.07 1.36  -0.37
H: 0.80 -6.63 1.90  0.50
H: 1.41 -4.61 3.61  0.41
H: 2.47 -6.00 3.66  0.56
H: 2.01 -3.04 1.87  0.23
H: 3.62 -2.31 2.11  0.56
H: 2.64 -2.65 3.61  0.64
C: 8.83 1.46 6.68  -1.61
C: 7.59 1.26 5.85  -0.06
C: 6.33 1.78 6.46  -0.06
C: 5.17 1.24 5.64  0.38
N: 3.82 1.56 6.38  0.34
C: 2.66 1.30 5.38  -0.28
C: 1.51 2.19 5.98  -0.12
C: 2.15 3.37 6.71  -1.02
C: 3.64 3.10 6.64  -0.42
C: 3.62 0.69 7.60  -0.88
H: 9.75 1.30 6.10  0.43
H: 8.90 0.71 7.46  0.42
H: 8.84 2.41 7.22  0.37
H: 7.42 0.20 5.64  0.11
H: 7.86 1.75 4.92  0.07
H: 6.19 2.86 6.49  0.49
H: 6.28 1.33 7.45  0.26
H: 5.10 0.15 5.57  -0.14
H: 5.06 1.67 4.65  -0.63
H: 2.35 0.25 5.33  0.36
H: 3.03 1.54 4.38  0.19
H: 0.86 1.63 6.65  0.65
H: 0.85 2.39 5.13  -0.36
H: 1.84 3.31 7.76  0.28
H: 1.92 4.36 6.32  0.44
H: 4.17 3.39 7.55  0.69
H: 4.09 3.78 5.91  -0.03
H: 2.63 0.82 8.03  0.43
H: 4.31 1.10 8.34  0.41
H: 3.68 -0.36 7.33  0.23